Record 1
DFT (ωB97M-V/def2-TZVPD) results for a structure of composition CH3NOP2S at a distorted geometry.

Atoms and positions in Å:
C 0.15 0.72 -0.54
N -0.95 1.37 -0.40
O -2.87 -0.22 -0.22
P -2.49 1.18 -0.11
P -1.46 -2.15 0.41
S -0.01 -1.67 -0.89
H 0.34 0.48 -1.57
H 0.88 0.67 0.23
H -0.85 -1.54 1.54

E_LUMO, Ha: -0.051
HOMO-LUMO gap, Ha: 0.2787
Energy, eV: -34034.29494
Energy relative to the best compared isomer or geometry (same formula, charge and spin), eV: 2.240

So, what does the Mulliken scheme give us? The charges, in e, come out as: atom 1 (C): -0.42, atom 2 (N): -0.11, atom 3 (O): -0.39, atom 4 (P): 0.08, atom 5 (P): 0.30, atom 6 (S): -0.24, atom 7 (H): 0.35, atom 8 (H): 0.38, atom 9 (H): 0.06



Record 2
DFT (ωB97M-V/def2-TZVPD) results for a structure of composition C6H9NO at a distorted geometry.

Atoms and positions in Å:
C -0.10 0.10 0.91
C -0.06 1.07 -0.19
C 1.45 0.65 -0.35
C 0.75 -0.67 0.12
C -0.17 -0.85 -1.24
C -0.81 0.53 -1.36
H -1.39 -0.24 2.78
H -0.88 -1.71 1.62
H 0.33 0.68 1.71
H -0.55 2.07 -0.03
H 2.02 0.53 -1.36
H 1.92 1.36 0.35
H 1.44 -1.58 0.35
H 0.31 -1.76 -1.88
H -1.30 1.12 -2.07
N -1.34 -0.55 1.45
O -1.61 -0.75 -0.81

E_LUMO, Ha: 0.032
HOMO-LUMO gap, Ha: 0.3412
Energy, eV: -9897.54162
Energy relative to the best compared isomer or geometry (same formula, charge and spin), eV: 8.063

So, what does the Mulliken scheme give us? The charges, in e, come out as: atom 1 (C): -0.26, atom 2 (C): -0.38, atom 3 (C): -0.65, atom 4 (C): -0.39, atom 5 (C): 0.03, atom 6 (C): -0.52, atom 7 (H): 0.28, atom 8 (H): 0.31, atom 9 (H): 0.39, atom 10 (H): 0.47, atom 11 (H): 0.28, atom 12 (H): 0.28, atom 13 (H): 0.39, atom 14 (H): 0.31, atom 15 (H): 0.55, atom 16 (N): -0.65, atom 17 (O): -0.44



Record 3
DFT (ωB97M-V/def2-TZVPD) results for the ion C8H12N3 with charge +1 at a distorted geometry.

Atoms and positions in Å:
C -2.11 1.58 -0.07
C -3.26 0.80 0.21
C -1.06 0.65 -0.22
C 1.02 0.52 -0.94
C -1.52 -0.67 -0.20
C 0.44 -1.83 -0.75
C 1.82 1.66 -0.36
C 1.58 -0.70 1.17
N -0.84 -1.73 -0.33
N -2.86 -0.52 0.04
N 1.45 -0.76 -0.34
H -2.05 2.59 0.24
H -4.17 1.24 0.36
H 0.80 -2.82 -0.37
H 0.55 -1.69 -1.82
H 2.66 1.37 0.35
H 1.19 2.57 0.03
H 2.39 2.10 -1.25
H 2.48 -0.23 1.43
H 0.82 -0.11 1.54
H 1.57 -1.67 1.53
H -3.37 -1.38 0.29
H 2.48 -0.97 -0.52

E_LUMO (alpha / beta), Ha: -0.199 / -0.183
HOMO-LUMO gap (alpha / beta), Ha: 0.2273 / 0.3031
Energy, eV: -12947.20453
Energy relative to the best compared isomer or geometry (same formula, charge and spin), eV: 7.606
Charge: +1

So, what does the Mulliken scheme give us? The charges, in e, come out as: atom 1 (C): -0.89, atom 2 (C): -0.33, atom 3 (C): 0.77, atom 4 (C): -0.02, atom 5 (C): 0.08, atom 6 (C): -0.46, atom 7 (C): -0.75, atom 8 (C): -1.14, atom 9 (N): -0.56, atom 10 (N): -0.04, atom 11 (N): -0.12, atom 12 (H): 0.39, atom 13 (H): 0.49, atom 14 (H): 0.35, atom 15 (H): 0.38, atom 16 (H): 0.23, atom 17 (H): 0.24, atom 18 (H): 0.35, atom 19 (H): 0.47, atom 20 (H): 0.47, atom 21 (H): 0.41, atom 22 (H): 0.28, atom 23 (H): 0.40



Record 4
DFT (ωB97M-V/def2-TZVPD) results for a structure of composition C4H6N2O.

Atoms and positions in Å:
N -1.81 0.48 0.36
C -0.48 0.36 0.42
C 0.01 -0.97 0.21
O -0.75 -1.93 -0.06
N 1.36 -0.84 -0.09
C 1.73 0.48 0.04
C 0.64 1.26 0.27
H -2.17 -0.41 -0.56
H -2.08 1.41 0.05
H -1.83 -1.29 -0.85
H 1.98 -1.62 -0.21
H 2.78 0.76 0.01
H 0.63 2.33 0.41

E_LUMO (alpha / beta), Ha: -0.008 / -0.008
HOMO-LUMO gap (alpha / beta), Ha: 0.2842 / 0.2842
Energy, eV: -9269.49451
Energy relative to the best compared isomer or geometry (same formula, charge and spin), eV: 4.007

So, what does the Mulliken scheme give us? The charges, in e, come out as: atom 1 (N): -0.51, atom 2 (C): 0.58, atom 3 (C): 0.16, atom 4 (O): -0.56, atom 5 (N): -0.01, atom 6 (C): -0.50, atom 7 (C): -0.56, atom 8 (H): 0.15, atom 9 (H): 0.25, atom 10 (H): 0.04, atom 11 (H): 0.21, atom 12 (H): 0.39, atom 13 (H): 0.36



Record 5
DFT (ωB97M-V/def2-TZVPD) results for the ion C5H14N4 with charge +2.

Atoms and positions in Å:
C -2.37 1.59 0.24
C -2.09 0.32 0.03
C -0.76 -0.34 -0.06
C 0.48 0.51 0.06
C 1.76 -0.25 -0.29
N -0.85 -1.59 -0.22
N 2.00 -1.32 0.54
N -3.14 -0.70 -0.14
N 2.96 0.84 -0.25
H -3.39 1.95 0.30
H -1.62 2.34 0.37
H 0.36 1.38 -0.59
H 0.52 0.87 1.10
H 1.76 -0.56 -1.34
H 0.00 -2.15 -0.26
H 2.71 -1.98 0.27
H 1.94 -1.18 1.53
H -2.51 -1.58 -0.23
H -3.71 -0.57 -0.98
H -3.77 -0.78 0.67
H 3.04 1.28 0.67
H 2.84 1.57 -0.96
H 3.85 0.37 -0.45

E_LUMO, Ha: -0.263
HOMO-LUMO gap, Ha: 0.3959
Energy, eV: -11356.16865
Energy relative to the best compared isomer or geometry (same formula, charge and spin), eV: 0.000
Structure (SMILES): [H]/N=C(\C[C@H](N)[NH3+])C(=C)[NH3+]
Charge: +2

So, what does the Mulliken scheme give us? The charges, in e, come out as: atom 1 (C): -1.10, atom 2 (C): -0.16, atom 3 (C): 0.93, atom 4 (C): -0.79, atom 5 (C): -0.35, atom 6 (N): -0.69, atom 7 (N): -0.46, atom 8 (N): -0.08, atom 9 (N): -0.36, atom 10 (H): 0.34, atom 11 (H): 0.29, atom 12 (H): 0.53, atom 13 (H): 0.48, atom 14 (H): 0.40, atom 15 (H): 0.29, atom 16 (H): 0.26, atom 17 (H): 0.23, atom 18 (H): 0.41, atom 19 (H): 0.38, atom 20 (H): 0.38, atom 21 (H): 0.35, atom 22 (H): 0.37, atom 23 (H): 0.37



Record 6
DFT (ωB97M-V/def2-TZVPD) results for a structure of composition C24H38As3Cl2LiN.

Atoms and positions in Å:
Li -1.09 -0.66 -2.17
C -2.20 3.02 -2.58
C -1.76 1.82 -3.37
C -0.47 1.77 -3.91
C -0.04 0.66 -4.62
C -0.90 -0.42 -4.82
C -2.19 -0.37 -4.30
C -2.61 0.74 -3.58
H -1.44 3.30 -1.85
H -3.13 2.81 -2.04
H -2.38 3.88 -3.23
H 0.20 2.60 -3.75
H 0.97 0.62 -5.00
H -0.55 -1.30 -5.35
H -2.85 -1.22 -4.40
H -3.59 0.72 -3.11
C -1.01 -1.45 1.56
As -0.78 0.14 0.44
C -2.58 0.85 0.69
C 0.06 1.31 1.84
C 1.59 1.32 1.94
C 2.19 -0.08 1.71
C 2.19 2.29 0.91
As 1.51 2.34 -0.95
C 2.42 0.78 -1.71
C 2.89 3.63 -1.53
C 2.03 1.87 3.31
As 1.90 0.95 5.06
C 0.39 -0.29 4.93
C 3.33 -0.39 4.88
H -1.34 -1.15 2.55
H -0.09 -2.02 1.63
H -1.77 -2.07 1.09
H -2.85 0.87 1.75
H -3.23 0.17 0.13
H -2.65 1.86 0.27
H -0.38 1.00 2.80
H -0.29 2.33 1.66
H 1.97 -0.44 0.71
H 1.77 -0.80 2.42
H 3.27 -0.06 1.84
H 3.28 2.16 0.86
H 2.02 3.32 1.26
H 3.41 0.65 -1.27
H 2.52 0.93 -2.78
H 1.83 -0.13 -1.55
H 3.89 3.29 -1.26
H 2.70 4.60 -1.07
H 2.83 3.76 -2.61
H 1.50 2.82 3.47
H 3.09 2.13 3.28
H -0.55 0.25 4.95
H 0.44 -0.93 5.81
H 0.42 -0.91 4.04
H 4.26 0.11 4.61
H 3.11 -1.15 4.13
H 3.47 -0.87 5.85
Cl -4.80 -3.02 -0.04
C -3.25 -3.74 -0.48
C -3.06 -5.06 -0.19
C -1.85 -5.71 -0.49
C -0.84 -4.94 -1.08
C -1.06 -3.62 -1.37
Cl 0.29 -2.71 -2.11
C -2.28 -2.83 -1.13
N -2.45 -1.59 -1.39
H -3.86 -5.61 0.29
H -1.70 -6.75 -0.25
H 0.12 -5.39 -1.32

E_LUMO, Ha: 0.084
HOMO-LUMO gap, Ha: 0.1603
Energy, eV: -234760.57679
Energy relative to the best compared isomer or geometry (same formula, charge and spin), eV: 0.010
Charge: -1

So, what does the Mulliken scheme give us? The charges, in e, come out as: atom 1 (Li): 0.56, atom 2 (C): -1.60, atom 3 (C): 0.95, atom 4 (C): -0.22, atom 5 (C): -0.44, atom 6 (C): -0.40, atom 7 (C): -0.38, atom 8 (C): -0.25, atom 9 (H): 0.19, atom 10 (H): 0.32, atom 11 (H): 0.45, atom 12 (H): 0.48, atom 13 (H): 0.36, atom 14 (H): 0.32, atom 15 (H): 0.15, atom 16 (H): 0.10, atom 17 (C): -1.11, atom 18 (As): 1.08, atom 19 (C): -1.27, atom 20 (C): -2.16, atom 21 (C): 3.77, atom 22 (C): -1.87, atom 23 (C): -2.27, atom 24 (As): 0.68, atom 25 (C): -0.84, atom 26 (C): -1.34, atom 27 (C): -2.16, atom 28 (As): 0.29, atom 29 (C): -0.99, atom 30 (C): -1.15, atom 31 (H): 0.40, atom 32 (H): 0.28, atom 33 (H): 0.19, atom 34 (H): 0.45, atom 35 (H): 0.33, atom 36 (H): 0.30, atom 37 (H): 0.50, atom 38 (H): 0.26, atom 39 (H): 0.21, atom 40 (H): -0.03, atom 41 (H): 0.54, atom 42 (H): 0.55, atom 43 (H): 0.46, atom 44 (H): 0.44, atom 45 (H): 0.39, atom 46 (H): -0.04, atom 47 (H): 0.37, atom 48 (H): 0.38, atom 49 (H): 0.38, atom 50 (H): 0.45, atom 51 (H): 0.58, atom 52 (H): 0.32, atom 53 (H): 0.47, atom 54 (H): 0.14, atom 55 (H): 0.32, atom 56 (H): 0.32, atom 57 (H): 0.39, atom 58 (Cl): -0.29, atom 59 (C): 0.59, atom 60 (C): -0.64, atom 61 (C): -0.45, atom 62 (C): -0.75, atom 63 (C): 1.09, atom 64 (Cl): -0.35, atom 65 (C): -1.07, atom 66 (N): -0.76, atom 67 (H): 0.35, atom 68 (H): 0.34, atom 69 (H): 0.34